Molecular formula: C40H47N9O5S2Si2Sr
Method: DFT, the ωB97M-V functional and the def2-TZVPD basis

Output
largest force on an atom: 0.41 eV Å⁻¹
E: -104157.364 eV
orbital gap: 0.1981 hartree
charge: -2
LUMO energy: 4.179 eV

Each line ends with the Mulliken charge.
Cartesian coordinates (Å):
Sr: -1.0184 0.2394 -0.0576  1.430
C: 5.8069 0.4302 -2.2050  -1.515
C: 5.0638 0.3560 -0.9232  0.827
N: 5.4661 0.8576 0.1833  -0.981
N: 4.4774 0.4982 1.1396  0.144
C: 3.3056 -0.0230 0.4709  -0.595
S: 1.8071 1.1693 0.4426  0.482
N: 3.8663 -0.3081 -0.8179  0.731
N: 3.1030 -0.6396 -1.9388  -0.838
H: 6.7311 0.9807 -2.0458  0.390
H: 5.2026 0.9270 -2.9650  0.258
H: 6.0273 -0.5720 -2.5753  0.358
H: 4.2863 1.2780 1.7516  0.519
H: 2.2758 -0.0402 -1.9277  0.058
H: 2.7868 -1.6000 -1.8243  0.312
C: -2.2443 3.5310 2.7363  -1.355
Si: -0.6181 2.6476 2.1889  0.070
C: -0.1389 1.7343 3.8213  -1.263
C: 0.6830 4.1143 2.3638  0.530
C: 0.5275 5.0237 3.4178  -0.254
C: 1.4259 6.0508 3.6698  -0.861
C: 2.5453 6.1995 2.8645  -0.661
C: 2.7311 5.3159 1.8117  -0.642
C: 1.8175 4.2881 1.5411  0.228
Si: 2.1330 3.2626 -0.0022  0.672
C: 3.8730 3.5592 -0.6447  -1.223
C: 0.9678 3.7758 -1.3615  -0.944
H: -2.2061 4.0142 3.7203  0.404
H: -3.0323 2.7721 2.7777  0.148
H: -2.5525 4.2762 1.9968  0.293
H: -0.0895 2.4234 4.6743  0.446
H: 0.8427 1.2608 3.7128  0.119
H: -0.8650 0.9509 4.0525  0.344
H: -0.3286 4.9199 4.0761  0.175
H: 1.2565 6.7293 4.5002  0.362
H: 3.2636 6.9899 3.0530  0.366
H: 3.6105 5.4333 1.1866  0.212
H: 3.9695 4.6061 -0.9470  0.472
H: 4.0208 2.9454 -1.5371  0.170
H: 4.6729 3.3163 0.0532  0.374
H: 1.1060 4.8421 -1.5680  0.430
H: -0.0710 3.5939 -1.0905  -0.039
H: 1.1609 3.2098 -2.2763  0.258
C: -1.1231 1.0651 -5.8880  -1.745
C: -1.2980 -0.0143 -4.8609  1.052
C: -2.5147 -0.6808 -4.7446  -0.497
C: -2.7559 -1.5636 -3.7045  -1.081
C: -1.7649 -1.7829 -2.7611  0.420
C: -0.5233 -1.1747 -2.8915  -0.719
C: -0.2944 -0.3019 -3.9439  -0.442
S: -2.1596 -2.5681 -1.2010  0.737
O: -2.8660 -3.8055 -1.4818  -0.900
O: -2.9661 -1.5269 -0.5424  -0.200
N: -0.8480 -2.5963 -0.3980  0.946
C: 0.2902 -3.3473 -0.7026  -1.216
C: 0.3264 -4.4504 -1.5319  -0.478
C: 1.5036 -5.1907 -1.7369  -1.250
C: 2.6399 -4.8150 -1.0553  -0.597
C: 2.6453 -3.6883 -0.2255  1.167
C: 3.7769 -3.3795 0.6264  -1.153
C: 3.7819 -2.2820 1.3829  -1.242
C: 2.6924 -1.2541 1.2359  -0.490
N: 1.4472 -1.7331 0.6598  0.660
C: 1.4927 -2.8634 -0.0591  0.457
H: -1.5958 0.7976 -6.8356  0.423
H: -0.0675 1.2713 -6.0714  0.370
H: -1.5957 1.9750 -5.5092  0.297
H: -3.3068 -0.4545 -5.4500  0.300
H: -3.7221 -2.0382 -3.5875  0.439
H: 0.2519 -1.4112 -2.1693  0.355
H: 0.6625 0.2024 -4.0236  0.370
H: -0.5943 -4.7652 -2.0100  0.479
H: 1.4994 -6.0508 -2.3948  0.323
H: 3.5551 -5.3946 -1.1439  0.353
H: 4.5891 -4.0995 0.6866  0.311
H: 4.5925 -2.0709 2.0690  0.417
H: 2.4747 -0.8203 2.2239  0.129
O: -3.1002 2.3254 -3.5256  -0.827
C: -2.7185 1.9196 -2.4174  -0.367
O: -1.5431 1.8423 -1.9714  0.024
C: -3.8433 1.4631 -1.4700  0.787
C: -5.1360 1.3286 -1.9611  -0.625
C: -6.1403 0.9736 -1.0826  -0.469
C: -5.8227 0.7746 0.2573  -1.027
C: -4.5010 0.9116 0.6508  -0.196
N: -3.5284 1.2462 -0.1974  0.522
H: -5.3056 1.5112 -3.0120  0.498
H: -7.1591 0.8518 -1.4334  0.377
H: -6.5760 0.4994 0.9841  0.422
H: -4.1960 0.7303 1.6749  0.386
N: -2.6769 -0.6283 2.8499  -0.744
C: -2.4840 -1.7305 2.5439  0.420
N: -2.2606 -2.9779 2.1822  0.499
C: -3.3690 -3.9170 2.0772  -0.457
C: -3.4268 -4.7444 3.3518  -0.664
O: -2.1863 -5.3762 3.6193  -0.422
C: -1.1179 -4.4358 3.7332  -0.851
C: -0.9767 -3.6190 2.4643  0.012
H: -3.1854 -4.5485 1.2040  0.173
H: -4.2943 -3.3669 1.9091  0.477
H: -4.1672 -5.5418 3.2694  0.359
H: -3.6991 -4.0934 4.1962  0.331
H: -0.2181 -5.0188 3.9258  0.414
H: -1.3043 -3.7730 4.5905  0.344
H: -0.7476 -4.2688 1.6185  0.077
H: -0.1899 -2.8649 2.5097  0.118

Forces on the atoms, in the same order (eV/Å):
Sr 0.0114 -0.0471 0.3520
C -0.0120 -0.0120 -0.0206
C 0.0573 0.0487 -0.0079
N -0.0287 0.0372 -0.0212
N 0.0309 0.0008 -0.0216
C -0.0514 0.0514 0.0742
S -0.0353 -0.0581 -0.0537
N -0.0674 -0.1349 0.0061
N 0.0458 0.0568 0.0279
H 0.0030 0.0003 0.0059
H 0.0036 -0.0007 0.0043
H 0.0058 0.0000 -0.0025
H -0.0087 -0.0181 0.0212
H 0.0043 -0.0273 -0.0202
H -0.0167 -0.0002 0.0016
C 0.0009 -0.0110 0.0211
Si -0.0191 0.0456 -0.0692
C 0.0496 0.0348 -0.0044
C -0.0105 -0.0155 0.0401
C -0.0044 -0.0115 0.0104
C 0.0025 0.0021 -0.0008
C -0.0105 -0.0070 0.0049
C -0.0042 -0.0010 0.0065
C 0.1003 0.0128 -0.0391
Si -0.0227 0.0139 0.0685
C -0.0108 -0.0071 -0.0470
C 0.0324 -0.0750 -0.0293
H -0.0013 0.0022 0.0043
H -0.0129 0.0043 0.0011
H -0.0024 0.0046 0.0028
H 0.0065 -0.0102 0.0098
H 0.0014 -0.0019 0.0162
H -0.0226 0.0016 -0.0199
H 0.0008 -0.0045 -0.0041
H -0.0017 0.0013 0.0021
H 0.0048 -0.0009 -0.0021
H 0.0053 0.0066 -0.0006
H -0.0095 0.0071 0.0003
H 0.0196 0.0162 0.0034
H -0.0115 -0.0055 0.0261
H -0.0073 -0.0037 0.0016
H -0.0309 0.0189 -0.0004
H -0.0131 0.0259 -0.0184
C 0.0356 0.0185 -0.0263
C 0.0606 -0.0052 0.0306
C -0.0773 -0.0748 0.0263
C -0.0093 0.1209 -0.0882
C 0.0732 -0.0364 0.2092
C -0.0389 -0.1686 -0.2198
C 0.0039 0.0378 -0.0641
S 0.1173 0.1682 -0.0653
O 0.0262 -0.0058 0.0239
O -0.2700 -0.1063 -0.0578
N -0.0392 0.2511 -0.0139
C 0.0943 0.0890 0.0454
C -0.0745 -0.0675 -0.0024
C 0.0392 0.0455 0.0500
C -0.0640 -0.0350 -0.0601
C 0.0836 0.0326 0.0731
C -0.0540 0.0185 -0.0105
C -0.0038 -0.0217 0.0045
C 0.0187 0.0400 0.0250
N -0.0251 0.0274 -0.0005
C 0.0664 -0.1190 -0.1097
H -0.0008 0.0025 0.0010
H -0.0052 -0.0027 -0.0048
H -0.0023 -0.0095 0.0144
H -0.0022 -0.0026 0.0021
H 0.0011 -0.0067 0.0086
H 0.0257 0.1055 -0.0357
H 0.0001 -0.0029 -0.0123
H -0.0023 0.0104 0.0072
H 0.0007 -0.0059 -0.0048
H 0.0073 -0.0021 0.0023
H 0.0032 -0.0079 -0.0021
H 0.0034 0.0083 -0.0016
H 0.0017 0.0047 -0.0123
O 0.2138 0.0611 0.0031
C -0.2750 -0.0112 -0.1842
O 0.0543 -0.3731 0.1503
C 0.2059 0.2269 -0.1576
C -0.0672 -0.0117 0.1035
C -0.0025 -0.0465 0.1221
C 0.0509 0.0146 -0.0830
C -0.1116 0.0263 -0.0287
N -0.1194 -0.1112 0.1022
H 0.0083 0.0251 0.0030
H -0.0107 -0.0038 0.0238
H -0.0044 0.0002 -0.0088
H -0.0297 0.0211 -0.0414
N 0.0745 0.0228 -0.1093
C 0.0876 -0.1362 -0.0079
N -0.0629 -0.0131 0.1598
C -0.0065 0.0264 -0.0438
C -0.0055 0.0026 -0.0018
O 0.0351 -0.0083 0.0037
C -0.0139 0.0003 0.0090
C 0.0048 0.0506 -0.0572
H 0.0021 0.0003 0.0025
H 0.0028 -0.0002 0.0074
H -0.0015 0.0094 -0.0043
H -0.0039 0.0025 -0.0033
H 0.0101 -0.0008 -0.0058
H -0.0008 -0.0061 -0.0047
H 0.0091 -0.0034 -0.0324
H -0.0080 -0.0054 0.0231

=====

Molecular formula: C40H48AsF5NOP4STi
Method: DFT, the ωB97M-V functional and the def2-TZVPD basis

Output
spin multiplicity: 3
largest force on an atom: 0.78 eV Å⁻¹
E: -191325.329 eV
orbital gap (spin up / spin down): 0.2611 / 0.2922 hartree
⟨S²⟩: 2.01
charge: +1
LUMO energy (spin up / spin down): -1.988 / -2.075 eV

Each line ends with the Mulliken spin population.
Cartesian coordinates (Å):
Ti: -0.0878 0.0985 0.1873  1.373
C: 1.9212 1.7397 3.0309  0.029
P: 1.6658 0.2432 2.0093  0.050
C: 1.6803 -1.0485 3.3129  0.031
C: 3.3385 -0.0227 1.3106  0.014
C: 3.3550 -1.3561 0.5533  -0.004
P: 1.7932 -1.7075 -0.4145  0.128
C: 1.3939 -3.4145 0.1253  0.009
C: 2.4914 -2.0997 -2.0574  0.012
H: 2.6490 1.5397 3.8183  0.000
H: 0.9775 2.0340 3.4923  0.001
H: 2.2825 2.5593 2.4119  -0.003
H: 2.6680 -1.0840 3.7778  0.000
H: 1.4433 -2.0318 2.9058  -0.012
H: 0.9347 -0.8078 4.0663  0.002
H: 4.1007 -0.0038 2.0917  -0.002
H: 3.5378 0.8199 0.6507  -0.003
H: 3.4779 -2.1764 1.2604  -0.001
H: 4.1995 -1.4075 -0.1341  -0.001
H: 2.2715 -4.0512 0.0094  -0.001
H: 0.5887 -3.8081 -0.4941  0.002
H: 1.0718 -3.4404 1.1665  -0.005
H: 3.3780 -2.7211 -1.9226  -0.001
H: 2.7587 -1.2035 -2.6124  -0.003
H: 1.7536 -2.6537 -2.6353  0.001
F: -2.8210 -5.7596 2.5251  0.000
C: -2.4950 -4.4726 2.5380  0.001
C: -2.0003 -3.8691 1.4035  0.003
F: -1.8466 -4.5682 0.2776  0.000
C: -1.6723 -2.5338 1.4643  0.068
F: -1.1846 -1.9625 0.3256  0.018
C: -1.8075 -1.7379 2.5780  -0.027
S: -1.3603 -0.0492 2.5108  -0.008
C: -2.3123 -2.3807 3.6998  0.003
F: -2.4899 -1.7013 4.8308  -0.001
C: -2.6502 -3.7224 3.6874  0.001
F: -3.1321 -4.3038 4.7806  0.000
C: -0.9755 2.9674 -2.8932  0.006
N: -0.3247 1.6600 -2.6715  0.013
P: 1.0562 1.6424 -1.6093  0.052
C: 2.4361 1.4722 -2.7915  0.015
C: 3.6805 1.0229 -2.3505  0.006
C: 4.7603 0.9499 -3.2219  0.001
C: 4.6042 1.3307 -4.5483  0.000
C: 3.3697 1.7878 -4.9957  0.000
C: 2.2935 1.8582 -4.1216  -0.002
C: 1.3423 3.3621 -1.0357  -0.037
C: 1.9621 4.3143 -1.8469  -0.005
C: 2.1756 5.6054 -1.3871  0.000
C: 1.7893 5.9615 -0.1013  0.000
C: 1.1930 5.0189 0.7241  0.004
C: 0.9698 3.7296 0.2585  0.023
P: -1.2743 0.2418 -2.2707  0.157
C: -0.5479 -1.1151 -3.2846  -0.064
C: -0.9471 -2.4054 -2.9244  -0.008
C: -0.5927 -3.5016 -3.7021  0.003
C: 0.1807 -3.3200 -4.8436  0.001
C: 0.5892 -2.0421 -5.2028  0.002
C: 0.2196 -0.9440 -4.4314  0.003
C: -2.7817 0.4334 -3.3026  0.029
C: -2.7099 0.8423 -4.6377  0.000
C: -3.8499 0.8702 -5.4230  0.001
C: -5.0764 0.4700 -4.8942  0.000
C: -5.1535 0.0389 -3.5797  0.001
C: -4.0072 0.0245 -2.7877  0.007
H: -0.2914 3.6340 -3.4178  0.001
H: -1.2590 3.4429 -1.9556  0.000
H: -1.8583 2.8491 -3.5105  0.000
H: 3.8114 0.7191 -1.3204  -0.005
H: 5.7211 0.5941 -2.8662  0.000
H: 5.4421 1.2743 -5.2323  0.000
H: 3.2452 2.0922 -6.0288  0.000
H: 1.3329 2.2162 -4.4755  0.000
H: 2.2948 4.0511 -2.8444  0.000
H: 2.6575 6.3315 -2.0311  0.000
H: 1.9627 6.9693 0.2587  0.000
H: 0.9054 5.2853 1.7353  0.000
H: 0.4957 3.0094 0.9015  0.035
H: -1.5548 -2.5553 -2.0372  -0.001
H: -0.9186 -4.4959 -3.4173  0.000
H: 0.4621 -4.1725 -5.4519  0.000
H: 1.1924 -1.8965 -6.0924  0.000
H: 0.5272 0.0493 -4.7272  0.000
H: -1.7539 1.1303 -5.0658  0.000
H: -3.7843 1.1934 -6.4556  0.000
H: -5.9650 0.4853 -5.5142  0.000
H: -6.1003 -0.2910 -3.1684  0.000
H: -4.0712 -0.3299 -1.7686  -0.003
C: -2.9616 3.0586 2.3139  0.004
As: -2.8914 2.0111 0.7215  0.024
C: -4.0105 0.4607 0.8381  0.029
C: -3.7869 3.1207 -0.5593  -0.001
O: -1.3072 1.8212 0.1577  0.037
H: -3.9902 3.3752 2.4781  0.000
H: -2.3344 3.9274 2.1324  0.000
H: -2.5947 2.4908 3.1603  -0.001
H: -4.9383 0.6720 0.3100  0.002
H: -4.1991 0.2389 1.8829  -0.002
H: -3.4904 -0.3727 0.3804  -0.002
H: -4.8134 3.2795 -0.2278  0.000
H: -3.7911 2.6283 -1.5298  0.000
H: -3.2742 4.0764 -0.6340  0.000

Forces on the atoms, in the same order (eV/Å):
Ti -0.4115 -0.3640 0.5115
C -0.0383 -0.0747 0.0273
P 0.5365 0.1430 0.4233
C -0.0122 0.0044 -0.0445
C -0.0599 -0.0841 -0.0276
C -0.0722 0.0954 -0.0278
P 0.2853 -0.1640 0.0234
C 0.0665 0.0576 -0.0018
C -0.0873 -0.0162 -0.0424
H 0.0086 0.0177 0.0050
H -0.0048 -0.0110 -0.0049
H 0.0074 0.0220 -0.0225
H -0.0207 -0.0064 -0.0002
H -0.0119 0.0162 -0.0084
H -0.0417 -0.0051 0.0122
H 0.0280 -0.0215 0.0220
H 0.0427 0.0869 -0.1005
H 0.0220 -0.0521 0.0578
H 0.0484 -0.0186 -0.0160
H 0.0046 -0.0474 0.0157
H -0.0163 -0.0026 -0.0254
H -0.0014 0.0239 0.0053
H 0.0149 -0.0279 -0.0377
H -0.0213 -0.0752 0.0365
H -0.0111 -0.0142 -0.0236
F -0.0195 -0.0715 0.0039
C -0.0652 -0.2349 0.0127
C 0.0341 -0.0238 -0.0937
F 0.0294 0.0283 -0.0798
C 0.0455 -0.1339 -0.2978
F -0.0278 -0.0954 -0.3430
C 0.0350 0.3701 0.1059
S -0.0937 -0.1628 0.1642
C -0.0876 -0.0619 0.2192
F -0.0010 0.0535 0.0732
C -0.0515 0.0688 0.2191
F -0.0018 0.0213 0.0344
C 0.1455 -0.1758 -0.1386
N -0.0985 0.0465 0.2845
P -0.0765 0.3444 -0.5591
C 0.1641 -0.0329 0.0999
C 0.0074 0.1428 -0.1071
C -0.0516 0.0305 0.0195
C -0.0437 0.0107 0.0072
C 0.0314 -0.0216 -0.0007
C 0.0157 -0.0339 -0.0849
C -0.0322 0.0216 0.0098
C 0.0276 0.0343 -0.0454
C 0.0165 -0.0021 -0.0009
C -0.0010 0.0275 0.0021
C 0.0127 -0.0168 -0.0308
C 0.0929 0.0994 -0.0929
P 0.2991 -0.2220 -0.6852
C -0.1371 0.0285 -0.0925
C 0.0419 -0.0048 -0.0276
C 0.0055 0.0770 0.0395
C 0.0014 0.0016 0.0220
C 0.0034 0.0840 0.0438
C 0.0307 -0.0628 -0.0349
C -0.0408 0.0654 0.1259
C 0.0027 -0.0080 -0.0187
C -0.0303 -0.0062 0.0256
C 0.0579 0.0053 0.0094
C 0.0654 0.0274 -0.0067
C -0.0380 0.0524 -0.0850
H 0.0344 -0.0039 -0.0094
H -0.0164 0.0184 0.1009
H -0.0811 -0.0317 -0.0376
H 0.0032 0.0022 0.0138
H -0.0770 0.0256 -0.0229
H -0.0353 0.0000 0.0293
H 0.0125 -0.0183 0.0621
H 0.0374 -0.0407 0.0049
H -0.0241 0.0247 0.0668
H -0.0328 -0.0360 0.0306
H -0.0047 -0.0670 -0.0235
H 0.0139 -0.0239 -0.0558
H -0.1020 -0.1221 0.0808
H 0.0149 -0.0055 -0.0157
H 0.0109 0.0654 -0.0081
H -0.0209 0.0655 0.0497
H -0.0418 -0.0004 0.0628
H 0.0143 0.0096 -0.0020
H -0.0879 -0.0366 0.0320
H -0.0084 -0.0219 0.0632
H 0.0557 0.0019 0.0323
H 0.0520 0.0150 -0.0164
H 0.0030 -0.0158 0.0557
C 0.0461 -0.0477 0.0453
As 0.3456 0.2291 -0.3528
C -0.1027 0.0139 0.0209
C -0.0020 0.0237 -0.0601
O -0.5773 0.3103 0.3024
H -0.0210 0.0043 0.0302
H 0.0402 0.0996 0.0546
H 0.0309 -0.0530 0.0954
H -0.0523 -0.0208 -0.0348
H -0.0026 -0.0436 0.0527
H 0.0434 -0.1263 -0.0244
H 0.0051 0.0170 -0.0205
H -0.0142 -0.0124 -0.0423
H 0.0182 0.0489 -0.0132